Here is a structure of composition C44H48BF3I3NO12P from the OMol25 dataset. Energies are from ωB97M-V/def2-TZVPD.

Last column: Löwdin charge in e.
CARTESIAN COORDINATES (ANGSTROEM)
C: 3.76273 -0.39899 -0.12209  -0.053
C: 2.43454 0.08534 -0.72929  -0.284
O: 1.65796 0.81366 0.21916  -0.425
C: 0.31497 0.73690 -0.31485  -0.448
P: -0.96737 1.95011 0.45486  -0.155
I: -1.01222 3.02215 -1.90053  0.400
I: 1.08847 3.23640 1.23330  0.557
I: -2.14914 4.08734 1.07591  0.450
O: -2.30524 1.07188 -0.03436  -0.408
C: -3.05418 0.38407 1.01810  -0.326
C: -3.48516 -0.86189 0.20983  -0.107
C: -4.38517 -1.86706 0.95781  -0.165
C: -3.92160 -3.34850 0.79005  -0.249
N: -5.10887 -4.25229 0.84564  -0.016
C: -4.34655 1.25800 1.17004  -0.005
B: -4.80023 1.85133 2.57007  -0.694
O: -4.04230 2.56997 3.44945  0.109
O: -6.12081 1.62146 3.00226  0.110
C: -1.98839 0.20888 2.13886  -0.414
C: -2.34590 -0.11058 3.59158  -0.016
C: -2.75347 -1.54279 3.90992  -0.159
O: -3.95916 -1.56094 4.70910  -0.094
C: -4.57336 -2.81465 4.66799  -0.106
C: -3.75237 -3.94794 5.27280  -0.645
F: -2.95172 -4.53675 4.38925  0.149
F: -4.53436 -4.89786 5.76870  0.152
F: -2.98754 -3.51925 6.26772  0.163
O: -1.27089 -0.98628 1.68269  -0.108
C: 0.01195 -1.20216 2.22709  -0.131
C: 0.13654 -2.71031 2.62232  -0.356
C: 0.83118 -2.92856 3.97044  -0.029
O: 0.97028 -3.37577 1.64776  -0.061
O: -1.03074 1.21375 2.01077  -0.319
H: 4.55414 -0.16407 -0.83470  0.067
H: 3.74691 -1.48557 -0.07589  0.064
H: 3.94717 0.04642 0.84960  0.066
H: 2.56827 0.69961 -1.62763  0.121
H: 1.89972 -0.80485 -1.08176  0.107
H: 0.43108 0.98977 -1.36097  -0.030
H: -0.02882 -0.30359 -0.31244  0.089
H: -2.62762 -1.32068 -0.27124  0.116
H: -4.07622 -0.47217 -0.61566  0.111
H: -4.54952 -1.62515 2.01014  0.095
H: -5.37223 -1.84365 0.49269  0.107
H: -3.20572 -3.63377 1.55876  0.085
H: -3.48466 -3.38853 -0.20384  0.108
H: -5.74171 -3.81279 1.51021  0.043
H: -5.57807 -4.10149 -0.04440  0.060
H: -5.19400 0.67922 0.80093  0.103
H: -4.28763 2.09722 0.47722  0.080
H: -3.10619 2.36457 3.29747  0.043
H: -6.01836 1.04566 3.77488  0.095
H: -1.45224 0.09108 4.18015  0.132
H: -3.09450 0.53604 4.05297  0.118
H: -1.97761 -1.99099 4.53494  0.121
H: -2.87037 -2.20138 3.05551  0.087
H: -5.49667 -2.75400 5.24394  0.145
H: -4.87619 -3.07590 3.64974  0.121
H: 0.82633 -1.05169 1.51797  0.117
H: 0.27420 -0.62224 3.11110  0.123
H: -0.84142 -3.19135 2.57145  0.121
H: 0.93061 -2.00473 4.54078  0.073
H: 1.82826 -3.31554 3.77488  0.080
H: 0.26220 -3.62760 4.58317  0.072
H: 0.45303 -3.41021 0.83151  0.091
C: -3.50251 -3.86471 -7.98629  -0.066
C: -2.85158 -3.01649 -8.87666  -0.066
C: -2.66476 -1.68301 -8.55492  -0.006
C: -3.13752 -1.18747 -7.34623  -0.081
C: -3.81051 -2.03302 -6.46358  -0.081
C: -3.98124 -3.37438 -6.78351  -0.007
C: -4.36661 -1.51008 -5.18364  -0.279
O: -4.94847 -2.25159 -4.41568  0.094
C: -4.19953 -0.06712 -4.87725  -0.085
C: -4.75845 0.45121 -3.71582  -0.003
C: -4.59901 1.79030 -3.40975  -0.057
C: -3.87280 2.62020 -4.25698  -0.098
C: -3.31705 2.11319 -5.41872  -0.002
C: -3.48540 0.77135 -5.73936  -0.083
C: -2.91290 0.24660 -7.00578  -0.277
O: -2.28053 0.96455 -7.75398  0.102
H: -3.63996 -4.90933 -8.23547  0.104
H: -2.48813 -3.39889 -9.82208  0.104
H: -2.15407 -1.02384 -9.24390  0.119
H: -4.49184 -4.03170 -6.09271  0.118
H: -5.32014 -0.19345 -3.05293  0.115
H: -5.03714 2.19267 -2.50545  0.111
H: -3.74294 3.66416 -4.00646  0.098
H: -2.75393 2.75924 -6.07808  0.122
C: 5.26625 2.66759 2.55270  -0.043
C: 4.90908 2.84083 1.22003  -0.068
C: 5.88722 3.05091 0.26136  0.010
C: 7.22567 3.09986 0.63249  -0.085
C: 7.58195 2.94860 1.97712  -0.090
C: 6.59771 2.72186 2.93139  -0.002
C: 9.00156 3.04473 2.40311  -0.280
O: 9.31780 2.90990 3.56892  0.096
C: 10.03697 3.31981 1.36698  -0.082
C: 11.36389 3.46906 1.75152  -0.007
C: 12.33775 3.71201 0.79821  -0.066
C: 11.99176 3.79848 -0.54676  -0.066
C: 10.67056 3.65569 -0.93441  -0.006
C: 9.68796 3.42519 0.02045  -0.081
C: 8.26526 3.30783 -0.40900  -0.279
O: 7.96872 3.38640 -1.58396  0.103
H: 4.49878 2.49510 3.29683  0.111
H: 3.86335 2.80859 0.93473  0.007
H: 5.60926 3.18038 -0.77603  0.124
H: 6.87337 2.59225 3.96930  0.118
H: 11.63285 3.39852 2.79686  0.118
H: 13.37024 3.83288 1.10082  0.103
H: 12.75540 3.98172 -1.29206  0.104
H: 10.39956 3.72720 -1.97914  0.119

Electronic energy = -114891.93061 eV
HOMO = -4.782 eV
F_max = 2.7 eV Å⁻¹
Charge = -1
Gap between HOMO and LUMO = 0.1993 hartree